{
  "formula": "C8H11N",
  "method": "ωB97M-V with the def2-TZVPD basis set",
  "symbols": ["C", "C", "C", "C", "C", "C", "C", "C", "N", "H", "H", "H", "H", "H", "H", "H", "H", "H", "H", "H"],
  "positions_angstrom": [[2.224, 0.749, -0.547], [2.409, -1.240, 0.796], [2.027, -1.840, -0.290], [1.616, -0.377, -0.138], [-2.596, 0.224, -0.566], [-0.187, 1.417, 0.959], [-1.127, -0.281, -0.734], [-0.257, -0.073, 0.502], [2.650, 1.811, -0.597], [2.752, -1.529, 1.708], [1.825, -2.751, -0.847], [-3.104, -0.097, -1.601], [-2.596, 1.301, -0.501], [-3.065, -0.294, 0.357], [0.443, 1.540, 1.848], [-1.210, 1.752, 0.881], [0.487, 1.670, 0.115], [-1.228, -1.344, -1.020], [-0.738, 0.191, -1.541], [-0.325, -0.829, 1.219]],
  "e_lumo_ev": 0.90
}

---

{
  "formula": "C8H11N2",
  "method": "ωB97M-V with the def2-TZVPD basis set",
  "symbols": ["C", "C", "C", "C", "C", "C", "C", "C", "N", "N", "H", "H", "H", "H", "H", "H", "H", "H", "H", "H", "H"],
  "positions_angstrom": [[-1.059, 2.010, 1.134], [-0.385, 2.956, 0.558], [1.460, -1.145, -0.275], [-0.818, -0.730, 0.949], [1.728, 1.122, 0.369], [0.651, -0.929, 0.992], [2.280, 0.170, -0.452], [-0.517, 0.693, 1.153], [0.791, 0.459, 1.142], [-1.966, -0.549, -1.748], [-2.115, 2.258, 1.054], [2.076, -2.070, -0.296], [0.800, -1.361, -1.161], [-1.237, -0.882, -0.174], [-1.368, -1.338, 1.607], [1.789, 2.213, 0.429], [1.025, -1.647, 1.847], [3.174, 0.306, -1.042], [-2.437, -1.434, -2.016], [-1.212, -0.325, -2.399], [-2.661, 0.221, -1.673]],
  "e_lumo_ev": -5.13,
  "total_charge": 1
}

---

{
  "formula": "C8H11N2O2",
  "method": "ωB97M-V with the def2-TZVPD basis set",
  "symbols": ["C", "C", "C", "C", "C", "C", "C", "C", "N", "N", "O", "O", "H", "H", "H", "H", "H", "H", "H", "H", "H", "H", "H"],
  "positions_angstrom": [[1.874, 0.194, 0.109], [-0.910, -2.129, 0.703], [0.743, -0.575, -0.272], [0.261, -1.759, 0.050], [-0.152, 1.441, -1.097], [-1.371, -1.774, 1.913], [1.303, -2.931, 0.115], [-0.987, 3.667, -1.361], [2.485, 1.065, 0.553], [-1.196, 2.207, -1.171], [0.939, 1.766, -1.690], [-0.926, -0.768, 2.694], [-1.411, -3.053, 0.324], [-2.170, -2.347, 2.492], [1.318, -3.557, -0.835], [1.129, -3.659, 0.993], [2.357, -2.720, 0.271], [-0.786, 3.949, -2.381], [-1.907, 4.221, -0.913], [-0.054, 3.970, -0.725], [-2.163, 1.938, -1.047], [1.684, 1.312, -1.125], [-0.060, -0.456, 2.401]],
  "e_lumo_ev": [-5.65, -5.64],
  "total_charge": 1
}

---

{
  "formula": "C8H11N3S2",
  "method": "ωB97M-V with the def2-TZVPD basis set",
  "symbols": ["C", "S", "C", "C", "C", "C", "N", "C", "S", "N", "N", "C", "C", "H", "H", "H", "H", "H", "H", "H", "H", "H", "H", "H"],
  "positions_angstrom": [[-3.912, 1.039, -0.003], [-3.290, 0.903, -1.722], [-1.580, 0.464, -1.283], [-1.200, -0.763, -0.788], [0.133, -0.993, -0.451], [1.099, 0.029, -0.552], [2.449, -0.067, -0.124], [3.071, -1.095, 0.575], [4.446, -1.779, 0.019], [2.376, -1.465, 1.653], [1.425, -0.709, 2.347], [0.677, 1.229, -1.117], [-0.634, 1.432, -1.496], [-3.931, 0.098, 0.541], [-4.897, 1.520, -0.051], [-3.223, 1.728, 0.515], [-1.966, -1.516, -0.584], [0.422, -2.000, -0.165], [3.073, 0.285, -0.828], [2.785, -2.176, 2.263], [0.503, -0.926, 1.988], [1.683, 0.342, 2.437], [1.389, 2.047, -1.236], [-0.899, 2.371, -1.939]],
  "e_lumo_ev": 0.55,
  "smiles": "CSc1ccc(NC(=S)NN)cc1"
}

---

{
  "formula": "C8H11N4",
  "method": "ωB97M-V with the def2-TZVPD basis set",
  "symbols": ["C", "C", "C", "C", "C", "C", "C", "C", "N", "N", "N", "N", "H", "H", "H", "H", "H", "H", "H", "H", "H", "H", "H"],
  "positions_angstrom": [[-0.407, 2.779, 0.112], [-1.552, 2.212, -0.220], [0.725, 2.049, 0.452], [-1.654, 0.730, -0.157], [0.871, 0.671, 0.376], [-0.263, -0.023, -0.013], [0.171, -2.478, -0.427], [2.222, 0.050, 0.550], [-2.661, -1.296, 1.751], [-1.808, -1.967, 1.580], [-0.279, -1.307, -0.013], [0.751, -2.546, -1.609], [-0.506, 3.846, 0.079], [-2.336, 2.841, -0.581], [1.645, 2.577, 0.573], [-2.024, 0.282, -1.149], [-0.015, -3.237, 0.281], [2.285, -1.063, 0.203], [2.882, 0.758, 0.087], [2.465, -0.060, 1.534], [-2.349, 0.310, 0.690], [1.074, -3.486, -1.927], [0.765, -1.641, -2.171]],
  "e_lumo_ev": [-4.52, -4.52],
  "total_charge": 1
}

---

{
  "formula": "C8H11N5O2",
  "method": "ωB97M-V with the def2-TZVPD basis set",
  "symbols": ["C", "N", "C", "N", "C", "N", "N", "N", "C", "C", "O", "C", "C", "C", "O", "H", "H", "H", "H", "H", "H", "H", "H", "H", "H", "H"],
  "positions_angstrom": [[-4.240, 0.153, 0.977], [-3.057, 0.736, 0.552], [-2.178, 1.440, 0.311], [-1.311, 2.351, 0.017], [-0.083, 2.391, -0.720], [0.731, 1.479, -0.990], [0.666, 0.156, -0.760], [1.791, -0.417, -1.634], [2.601, -1.136, -0.892], [3.811, -1.810, -1.403], [2.196, -1.231, 0.325], [1.077, -0.394, 0.527], [-0.078, -1.088, 1.113], [-0.690, -0.962, 2.288], [-1.470, -0.859, 3.123], [-4.577, 0.761, 1.877], [-4.999, 0.270, 0.279], [-4.252, -0.806, 1.450], [-1.565, 3.398, 0.363], [0.129, 3.365, -1.079], [1.930, -0.115, -2.541], [3.483, -2.866, -1.749], [4.173, -1.353, -2.443], [4.745, -1.844, -0.758], [1.498, 0.444, 1.082], [-0.334, -2.061, 0.686]],
  "e_lumo_ev": -7.19,
  "smiles": "CN=C=[NH+]/C=N\\N1[NH+]=C(C)O[C@@H]1C=C=O",
  "total_charge": 2
}

---

{
  "formula": "C8H11NOS",
  "method": "ωB97M-V with the def2-TZVPD basis set",
  "symbols": ["C", "C", "C", "C", "C", "C", "C", "C", "N", "O", "S", "H", "H", "H", "H", "H", "H", "H", "H", "H", "H", "H"],
  "positions_angstrom": [[0.116, 1.706, 0.396], [-0.748, 0.752, 0.447], [-3.173, -0.860, 0.017], [1.587, 1.308, 0.250], [-1.796, -1.264, -0.532], [1.765, -0.170, 0.584], [0.717, -1.037, -0.110], [-0.718, -0.694, 0.394], [-3.608, 0.279, -0.546], [-3.743, -1.530, 0.866], [-4.983, 0.943, 0.036], [-0.106, 2.758, 0.432], [1.886, 1.512, -0.782], [2.192, 1.929, 0.911], [-1.735, -2.353, -0.544], [-1.680, -0.869, -1.541], [2.763, -0.492, 0.280], [1.683, -0.309, 1.664], [0.758, -0.870, -1.187], [0.907, -2.094, 0.085], [-0.867, -1.108, 1.398], [-4.960, 1.965, -0.854]],
  "e_lumo_ev": [-1.89, 0.24]
}

---

{
  "formula": "C8H11NPSSc",
  "method": "ωB97M-V with the def2-TZVPD basis set",
  "symbols": ["C", "C", "C", "C", "C", "Sc", "P", "H", "H", "H", "H", "H", "H", "H", "H", "S", "C", "C", "N", "C", "H", "H", "H"],
  "positions_angstrom": [[2.199, 1.601, 0.506], [2.756, 0.353, 0.906], [2.867, -0.490, -0.244], [2.382, 0.234, -1.377], [1.932, 1.513, -0.948], [0.324, 0.236, 0.187], [-1.518, 1.877, 1.039], [2.108, 2.498, 1.106], [3.057, 0.092, 1.919], [3.192, -1.534, -0.242], [1.627, 2.342, -1.576], [2.346, -0.135, -2.402], [-1.907, 2.974, 0.204], [-1.326, 2.571, 2.276], [-2.805, 1.299, 1.291], [-2.519, -3.340, 0.380], [-3.177, -2.207, -0.795], [-2.340, -1.136, -0.974], [-1.166, -1.223, -0.200], [-1.133, -2.344, 0.590], [-4.124, -2.348, -1.293], [-2.480, -0.256, -1.601], [-0.296, -2.576, 1.249]],
  "e_lumo_ev": [0.05, 0.27]
}

---

What are the ΔE to the lowest compared entry with this formula, charge and spin values for these records? In order: 426.1 652.1 745.7 21.6 119.7 281.2 358.6 0.0 kJ/mol.